Formula: C4H11NS2
Source: the OMol25 dataset
Level of theory: ωB97M-V/def2-TZVPD

The geometry in ORCA input format:
```
! wB97M-V def2-TZVPD RIJCOSX def2/J DEFGRID3
* xyz 0 1
C 2.3938 -0.4885 -1.5699
C 1.1904 -0.9810 -2.3929
S -0.4074 -0.3725 -1.7562
S -0.2576 -0.7713 0.2794
C -0.5608 0.8891 0.9397
C -1.8840 0.9717 1.6741
N -2.0162 -0.0017 2.7355
H 2.5431 -1.0089 -0.6257
H 3.2854 -0.7005 -2.1696
H 2.3154 0.5930 -1.4805
H 1.3472 -0.6140 -3.4097
H 1.1635 -2.0613 -2.3240
H 0.2280 1.2950 1.5725
H -0.6123 1.5570 0.0804
H -1.9498 1.9938 2.0636
H -2.6793 0.9192 0.9320
H -2.8436 -0.5637 2.6153
H -1.2558 -0.6554 2.8361
*
```

HOMO	-8.38	eV
orbital gap	9.0	eV
E	-1010.11868	Ha
structure (SMILES)	CCSSCCN
largest force on an atom	1.49	eV/Å